An isolated ion of composition C4O4S and charge -2 at a distorted geometry. Source: OMol25; level of theory: wB97M-V/def2-TZVPD.

```
9
C4O4S (wB97M-V/def2-TZVPD)
C 1.79212 -0.11575 -0.27190
C -1.25704 0.53220 -1.19037
C 2.44085 -0.72848 0.81452
C -2.53693 0.38292 -0.60037
O 2.46249 0.54746 1.02642
O -2.04041 1.58255 -0.30800
O 2.87509 -1.71391 1.42187
O -3.62462 -0.13451 -0.57631
S -0.16242 -0.49999 -0.01735
```

Results
- Net charge: -2
- Energy relative to the best compared isomer or geometry (same formula, charge and spin): 399.4 kJ/mol
- HOMO energy: 0.4 eV
- Orbital gap: 6.1314 eV
- Max |F|: 3.16 eV/A

Löwdin atomic charge list, values in e, 2 entries: atom 1 (C): -0.32, atom 2 (C): -0.41

C5H7NOS in the gas phase at a distorted geometry. Source: OMol25; level of theory: wB97M-V/def2-TZVPD.

```
15
C5H7NOS (wB97M-V/def2-TZVPD)
C -1.07194 -1.46267 -1.75807
C -0.73150 -1.53339 -0.28791
C -0.16103 -0.56719 0.45169
C 0.85416 1.69731 0.53810
C 1.28270 1.61648 1.99803
H -0.70447 -2.36145 -2.23478
H -2.15830 -1.46377 -1.90365
H -0.65377 -0.59945 -2.28143
H -0.99986 -2.45158 0.21519
H 0.03422 -0.70824 1.52746
H -0.01234 0.84087 -1.03931
H 1.88261 2.48664 2.30959
N 0.22164 0.67541 -0.04792
O 1.00536 0.72113 2.76008
S 1.21252 3.10989 -0.24707
```

Results
- Energy relative to the best compared isomer or geometry (same formula, charge and spin): 130.5 kJ/mol
- HOMO energy: -8.6 eV
- Orbital gap: 7.6449 eV
- Max |F|: 1.52 eV/A

Löwdin atomic charge list, values in e, 2 entries: atom 1 (C): -0.09, atom 2 (C): -0.13

C4H5FOS in the gas phase at a distorted geometry. Source: OMol25; level of theory: wB97M-V/def2-TZVPD.

```
12
C4H5FOS (wB97M-V/def2-TZVPD)
C -0.71978 -0.95043 -1.10719
C -0.11064 0.29511 -0.39966
C 1.37507 -0.43331 1.32762
C -0.60091 1.56544 -0.11285
H -0.08277 -1.38718 -1.80243
H -1.76584 -0.71421 -1.55473
H -0.96748 -1.63862 -0.16671
H 0.60285 -0.28557 2.10232
H 0.08928 2.36824 0.37354
O 1.10843 -0.05301 0.04165
F -1.85502 2.10670 -0.38673
S 2.92681 -0.87315 1.68517
```

Results
- Energy relative to the best compared isomer or geometry (same formula, charge and spin): 198.1 kJ/mol
- HOMO energy: -9.2 eV
- Orbital gap: 9.0382 eV
- Max |F|: 5.77 eV/A

Löwdin atomic charge list, values in e, 2 entries: atom 1 (C): 0.00, atom 2 (C): -0.34

An isolated ion of composition CH3NO2P and charge -1 at a distorted geometry. Source: OMol25; level of theory: wB97M-V/def2-TZVPD.

```
8
CH3NO2P (wB97M-V/def2-TZVPD)
C 0.63824 -0.32640 -0.13168
N 1.58403 -1.10791 0.21931
O -1.50298 0.08970 1.26190
O -0.58068 1.78788 -0.33840
P -0.23066 0.81105 1.00381
H -0.17738 -0.59172 -0.90345
H 1.52632 -1.86697 -0.42294
H -1.25689 1.20438 -0.68855
```

Results
- Net charge: -1
- Energy relative to the best compared isomer or geometry (same formula, charge and spin): 39.0 kJ/mol
- HOMO energy: -2.9 eV
- Orbital gap: 7.3790 eV
- Max |F|: 3.55 eV/A

Löwdin atomic charge list, values in e, 2 entries: atom 1 (C): -0.45, atom 2 (N): -0.02

A 8-piece molecular cluster, C23H44BCl14N3O5 overall at a distorted geometry. Source: OMol25; level of theory: wB97M-V/def2-TZVPD.

```
90
C23H44BCl14N3O5 (wB97M-V/def2-TZVPD)
C 1.03870 1.08318 -1.85347
C -0.24080 1.13300 -2.74332
C -1.13858 -0.13290 -2.55937
N -0.39050 -1.32990 -2.95238
C -0.02575 -2.24335 -1.93448
O -0.59764 -2.15939 -0.63133
C -0.31112 -3.38814 -0.06725
O 0.09534 -3.61381 1.01562
O -0.59555 -4.30816 -1.03702
C -0.25283 -3.74241 -2.35626
N -1.47341 -4.07001 -3.15677
C -2.50685 -3.70904 -2.59842
O -3.37690 -3.25544 -1.98303
B 1.01396 -4.65817 -2.79109
O 0.88640 -6.04831 -2.56412
N 2.27092 -4.18278 -3.34307
C 3.32786 -3.98723 -2.32857
C 2.13276 -3.02312 -4.23846
H 0.72399 0.79150 -0.84385
H 1.77086 0.36927 -2.25507
H 1.45959 2.09726 -1.82561
H -0.82766 2.05024 -2.62410
H 0.07973 1.08339 -3.79891
H -1.62734 -0.17053 -1.58007
H -1.94706 0.00114 -3.30172
H -0.69615 -1.76260 -3.80788
H 1.06813 -2.24506 -1.72419
H 1.18915 -6.17671 -1.65472
H 4.28891 -4.29858 -2.77179
H 3.34912 -2.92966 -2.02202
H 3.12583 -4.65857 -1.47865
H 1.28482 -3.11369 -4.92726
H 3.08014 -2.93164 -4.79882
H 2.06461 -2.10016 -3.62981
Cl -0.36263 -5.07726 6.70499
C 0.37660 -5.09733 5.08158
C -0.64701 -5.27293 3.98846
Cl -1.37006 -6.90252 4.00273
H 1.11838 -5.89083 5.06164
H 0.89002 -4.14382 4.95755
H -0.17241 -5.14411 3.01739
H -1.45127 -4.54572 4.07570
Cl -5.05294 2.75195 1.12723
C -4.85170 1.06170 0.60204
C -3.57344 0.45484 1.12565
Cl -2.12538 1.17473 0.37656
H -4.88982 1.04144 -0.48560
H -5.70605 0.50519 0.98507
H -3.55343 -0.61049 0.89566
H -3.48633 0.57415 2.20342
Cl 4.03948 0.75526 2.66479
C 2.44679 -0.03800 2.77732
C 2.38853 -1.31580 1.97781
Cl 2.44028 -1.00948 0.22201
H 1.69197 0.67351 2.44835
H 2.27594 -0.25723 3.83090
H 1.45309 -1.83598 2.17906
H 3.20708 -1.97978 2.22443
Cl 3.33984 -3.16486 4.30820
C 3.64200 -4.63629 5.27173
C 5.10944 -4.83274 5.56027
Cl 6.03092 -5.24233 4.09221
H 3.22443 -5.48218 4.73285
H 3.09376 -4.52165 6.20688
H 5.23803 -5.65938 6.25766
H 5.55236 -3.94157 5.99923
Cl -1.71686 2.70775 -5.07646
C -3.37980 3.32878 -5.22590
C -4.20989 3.01218 -4.00605
Cl -4.56227 1.26974 -3.85722
H -3.81804 2.91356 -6.13092
H -3.30481 4.40886 -5.34651
H -5.16955 3.52321 -4.07074
H -3.70935 3.33253 -3.09515
Cl -0.29734 5.06773 1.00825
C -1.49057 6.36634 0.74233
C -2.84991 5.82322 0.37860
Cl -2.86008 5.07456 -1.23797
H -1.10213 7.02553 -0.02917
H -1.55617 6.93089 1.67170
H -3.57742 6.63388 0.35748
H -3.18972 5.07825 1.09532
Cl 0.22786 10.67268 3.04781
C 1.33241 9.91919 1.87020
C 0.97003 10.26722 0.44742
Cl -0.56345 9.51133 -0.05750
H 1.31679 8.84371 2.03392
H 2.33325 10.28574 2.09413
H 1.74129 9.90116 -0.22891
H 0.87658 11.34184 0.30884
```

Results
- HOMO energy: -8.9 eV
- Orbital gap: 9.3057 eV
- Max |F|: 2.69 eV/A

Löwdin atomic charge list, values in e, 2 entries: atom 1 (C): -0.13, atom 2 (C): -0.28

C24H20F6N2O7PS3Ti as an isolated structure at a distorted geometry. Source: OMol25; level of theory: wB97M-V/def2-TZVPD.

```
64
C24H20F6N2O7PS3Ti (wB97M-V/def2-TZVPD)
Ti 0.05110 0.31241 -1.73678
O 1.61486 -1.95012 -1.45511
C 1.30932 -1.08102 -0.63427
C 2.00123 -1.08451 0.68667
C 3.08632 -1.94278 0.87587
C 3.79360 -1.92516 2.06103
C 3.41451 -1.04174 3.06507
C 2.32670 -0.20064 2.88918
C 1.59056 -0.22542 1.70073
P -0.09507 0.71722 1.51379
C -1.09337 -0.69744 2.08370
C -0.83710 -1.36920 3.27385
C -1.57476 -2.49335 3.61833
C -2.56504 -2.96178 2.76741
C -2.82535 -2.29456 1.57820
C -2.09956 -1.16337 1.23686
C 0.24763 1.90266 2.85020
C -0.56830 1.99641 3.97255
C -0.27620 2.91361 4.97223
C 0.81782 3.75786 4.84362
C 1.61194 3.69271 3.70661
C 1.33202 2.76560 2.71440
H 3.36288 -2.59699 0.05898
H 4.64006 -2.58509 2.20685
H 3.96986 -1.00500 3.99513
H 2.04969 0.45969 3.69951
H -0.05661 -1.01852 3.93776
H -1.36824 -3.00665 4.54921
H -3.13454 -3.84424 3.03198
H -3.60615 -2.64619 0.91510
H -2.32006 -0.62883 0.31978
H -1.43823 1.35643 4.05994
H -0.90992 2.97385 5.84831
H 1.04340 4.47513 5.62280
H 2.45484 4.36181 3.59113
H 1.95118 2.71837 1.82568
F -3.21374 2.19071 -3.43505
C -3.72042 1.34136 -2.58088
F -3.70747 0.18550 -3.22722
F -1.75844 0.95795 -1.65146
S 0.30030 3.21133 -2.42583
O 0.76354 2.16573 -1.35787
O 0.65591 4.53775 -1.95344
N 1.48034 2.85825 -3.65190
S 1.67085 1.48617 -4.22240
O 1.42236 0.32612 -3.28970
O 2.83942 1.27808 -5.02624
C 0.28077 1.12553 -5.41500
F -0.82251 0.73839 -4.74846
F -0.03309 2.20472 -6.13420
F 0.60014 0.13900 -6.26897
C -2.18794 -3.45513 -3.42839
S -0.67072 -2.87143 -2.66265
C 0.34910 -2.79250 -4.14326
O -1.04167 -1.44009 -2.36311
H -2.54239 -2.66780 -4.09214
H -2.91233 -3.63329 -2.63664
H -1.99174 -4.38029 -3.97007
H -0.27017 -2.69212 -5.03234
H 0.96710 -3.68835 -4.18771
H 0.98777 -1.92097 -4.00798
O -2.03900 3.78928 0.13596
C -1.75996 2.73095 0.53767
N -1.54708 1.63398 0.99301
```

Results
- Net charge: -1
- Energy relative to the best compared isomer or geometry (same formula, charge and spin): 295.7 kJ/mol
- HOMO energy (alpha / beta): -4.6 / -5.4 eV
- Spin multiplicity: 3
- Orbital gap (alpha / beta): 6.5476 / 6.8992 eV
- Max |F|: 1.32 eV/A

Löwdin atomic charge list, values in e, 2 entries: atom 1 (Ti): 0.98, atom 2 (O): -0.09